Version one
Below is 2 unconnected molecules or ions with the total composition C5H14O, with properties calculated with the ωB97M-V functional and the def2-TZVPD basis.

```
20
Properties=species:S:1:pos:R:3:nbo_charge:R:1
C 2.944 -0.816 0.360 -0.591
C 2.128 0.077 -0.464 -0.434
C 0.696 0.120 0.016 -0.388
C -0.395 1.312 -0.348 -0.395
C -1.668 0.921 0.627 -0.645
H 3.124 -0.458 1.357 0.208
H 2.554 -1.913 0.386 0.193
H 3.866 -0.825 -0.223 0.210
H 2.171 0.012 -1.599 0.202
H 2.711 0.958 -0.420 0.204
H 0.109 -0.902 -0.406 0.190
H 0.602 0.175 1.133 0.202
H -1.000 1.388 -1.419 0.187
H -0.074 2.345 -0.137 0.191
H -1.270 0.654 1.717 0.193
H -2.478 1.644 0.358 0.202
H -1.878 -0.025 0.206 0.247
O -2.996 -1.240 -0.129 -0.930
H -3.861 -0.824 -0.456 0.484
H -2.833 -1.991 -0.607 0.471
```

Values from the calculation:
* multiplicity: 1
* structure (SMILES): CCCCC.O
* Kohn-Sham gap: 10.81 eV


Version two
Below is 2 unconnected molecules or ions with the total composition C5H14O, with properties calculated with the ωB97M-V functional and the def2-TZVPD basis.

```
20
Properties=species:S:1:pos:R:3:nbo_charge:R:1
C 0.476 -1.802 -0.731 -0.644
C 0.355 -0.594 -1.642 0.084
C 1.033 0.644 -1.104 -0.639
O 0.888 -0.931 -2.959 -0.735
H -0.479 -2.037 -0.244 0.214
H 1.146 -1.602 0.114 0.204
H 0.813 -2.683 -1.263 0.236
H -0.660 -0.341 -1.963 0.180
H 2.110 0.532 -0.945 0.206
H 0.857 1.477 -1.785 0.215
H 0.621 0.913 -0.137 0.216
H 1.738 -0.488 -3.081 0.461
C -1.681 0.726 1.436 -0.605
C -0.575 0.939 2.502 -0.607
H -1.265 0.235 0.559 0.196
H -2.489 0.116 1.848 0.205
H -2.001 1.726 1.166 0.206
H -0.826 1.727 3.216 0.203
H 0.233 1.362 1.906 0.196
H -0.295 0.083 3.109 0.207
```

Values from the calculation:
* multiplicity: 1
* structure (SMILES): CC(C)O.CC
* Kohn-Sham gap: 11.23 eV


Ordering by calculated energy gives the sequence version two, version one, with the first entry being the most stable.


Version one
Below is 2 unconnected molecules or ions with the total composition C5H13NO2, with properties calculated with the ωB97M-V functional and the def2-TZVPD basis.

```
21
Properties=species:S:1:pos:R:3:nbo_charge:R:1
C 1.082 0.668 -0.175 -0.457
C 0.404 -0.181 0.949 -0.204
C 0.290 -1.635 0.520 -0.616
C 1.201 -0.017 2.259 -0.604
C -0.084 1.193 -0.976 0.650
N -0.643 2.323 -0.651 -0.702
O -0.554 0.497 -1.896 -0.105
H 1.811 1.426 0.094 0.279
H 1.678 -0.034 -0.757 0.273
H -0.597 0.163 1.176 0.214
H 1.256 -2.127 0.577 0.227
H -0.412 -2.158 1.175 0.247
H -0.072 -1.755 -0.511 0.215
H 1.659 0.965 2.392 0.219
H 2.076 -0.675 2.215 0.224
H 0.591 -0.327 3.108 0.246
H -1.608 2.477 -0.925 0.442
H -0.252 2.909 0.071 0.445
H -2.052 -1.640 -3.203 0.460
H -2.801 -0.657 -2.436 0.444
O -2.974 -1.416 -3.006 -0.900
```

Values from the calculation:
* multiplicity: 2
* Kohn-Sham gap (spin up / spin down): 10.29 / 5.19 eV
* total charge: +1


Version two
Below is 2 unconnected molecules or ions with the total composition C5H13NO2, with properties calculated with the ωB97M-V functional and the def2-TZVPD basis.

```
21
Properties=species:S:1:pos:R:3:nbo_charge:R:1
C 1.358 -1.356 -1.351 -0.424
C 0.391 -2.476 -1.724 -0.618
C 0.968 0.010 -2.029 -0.284
N -0.299 0.384 -1.363 -0.134
C -0.053 0.847 -0.059 -0.461
C -1.275 1.129 0.730 0.417
O -1.189 1.532 1.872 -0.441
H 2.448 -1.676 -1.392 0.265
H 1.433 -1.249 -0.285 0.214
H 0.770 -3.417 -1.443 0.247
H 0.187 -2.501 -2.989 0.220
H -0.442 -2.453 -1.099 0.215
H 0.664 -0.240 -3.065 0.247
H 1.806 0.739 -1.870 0.292
H -0.820 1.014 -2.061 0.450
H 0.650 1.666 0.203 0.345
H 0.472 0.047 0.602 0.316
H -2.209 1.003 0.111 0.131
H -2.052 2.183 6.339 0.464
H -1.505 2.477 4.990 0.464
O -1.302 2.337 5.883 -0.927
```

Values from the calculation:
* multiplicity: 2
* Kohn-Sham gap (spin up / spin down): 9.64 / 4.33 eV
* total charge: +1


Ordering by calculated energy gives the sequence version one, version two, with the first entry being the most stable.


Version one
Below is 2 unconnected molecules or ions with the total composition C8H17NO, with properties calculated with the ωB97M-V functional and the def2-TZVPD basis.

```
27
Properties=species:S:1:pos:R:3:nbo_charge:R:1
C -0.331 -1.827 1.667 -0.391
C 0.363 -1.672 0.553 -0.187
C 1.421 -0.628 0.325 0.073
C 1.167 0.030 -1.129 -0.615
C 2.792 -1.310 0.304 -0.599
N 1.412 0.349 1.383 -0.855
H -0.173 -1.193 2.522 0.213
H -1.079 -2.599 1.761 0.194
H 0.218 -2.348 -0.283 0.193
H 0.255 0.605 -1.241 0.193
H 1.121 -0.772 -1.867 0.201
H 2.011 0.683 -1.359 0.204
H 2.992 -1.746 1.279 0.224
H 2.819 -2.099 -0.444 0.205
H 3.585 -0.588 0.081 0.201
H 0.491 0.769 1.484 0.392
H 2.091 1.079 1.204 0.355
C -2.606 0.141 -0.638 -0.734
C -1.824 1.286 -0.047 0.618
C -1.727 2.518 -0.915 -0.726
O -1.409 1.269 1.090 -0.566
H -2.372 0.006 -1.696 0.223
H -2.398 -0.773 -0.082 0.249
H -3.674 0.360 -0.546 0.240
H -1.093 3.265 -0.448 0.235
H -2.728 2.927 -1.060 0.237
H -1.325 2.268 -1.896 0.226
```

Values from the calculation:
* multiplicity: 1
* structure (SMILES): C=CC(C)(C)N.CC(C)=O
* Kohn-Sham gap: 9.56 eV


Version two
Below is 2 unconnected molecules or ions with the total composition C8H17NO, with properties calculated with the ωB97M-V functional and the def2-TZVPD basis.

```
27
Properties=species:S:1:pos:R:3:nbo_charge:R:1
C 1.557 0.027 0.647 0.427
C 0.104 0.698 -1.007 -0.256
C 1.587 0.726 -0.662 -0.510
C 1.363 0.835 1.889 -0.685
C -0.148 0.466 -2.482 -0.629
N 1.699 -1.279 0.687 -0.726
H -0.362 1.624 -0.668 0.182
H 0.863 -1.849 0.000 0.357
H 1.518 -1.672 1.606 0.365
H 2.015 1.734 -0.597 0.211
H 2.174 0.156 -1.385 0.225
H 2.341 1.154 2.271 0.236
H 0.870 0.256 2.673 0.228
H 0.772 1.729 1.689 0.226
H 0.239 -0.509 -2.789 0.210
H -1.212 0.496 -2.730 0.203
H 0.344 1.227 -3.100 0.200
C -2.154 0.579 1.398 -0.244
C -1.132 -0.772 -0.262 0.203
C -0.593 -2.064 -0.529 -0.799
O -1.363 -0.552 1.088 -0.557
H -1.930 -0.390 -0.897 0.160
H -3.123 0.541 0.888 0.174
H -2.310 0.568 2.476 0.193
H -1.646 1.509 1.122 0.166
H -0.796 -2.821 0.223 0.224
H -0.676 -2.416 -1.549 0.214
```

Values from the calculation:
* multiplicity: 1
* Kohn-Sham gap: 7.68 eV


Ordering by calculated energy gives the sequence version one, version two, with the first entry being the most stable.